Entry 1:
{
  "formula": "C31H45BiClF5PS",
  "method": "the ωB97M-V functional and the def2-TZVPD basis",
  "energy_ha": -3121.90340,
  "e_lumo_ha": 0.081,
  "charge": -1,
  "e_above_lowest_kcal_mol": 0.6,
  "orbital_gap_ev": 3.3623,
  "symbols": ["Bi", "P", "Cl", "C", "H", "H", "C", "C", "C", "H", "C", "H", "H", "C", "H", "H", "C", "H", "H", "C", "H", "H", "H", "H", "C", "C", "H", "C", "H", "H", "C", "H", "H", "C", "H", "H", "C", "H", "H", "H", "H", "C", "H", "C", "H", "H", "C", "H", "H", "C", "H", "H", "C", "H", "H", "H", "H", "C", "C", "H", "C", "H", "C", "H", "H", "C", "H", "H", "C", "H", "H", "H", "H", "F", "C", "C", "F", "C", "F", "C", "S", "C", "F", "C", "F"],
  "xyz": [[1.244, 1.389, 2.330], [0.319, 0.587, -0.973], [0.196, 3.605, 1.937], [-0.135, 0.265, 0.727], [-0.188, -0.766, 1.029], [-1.066, 0.800, 0.938], [2.136, 0.786, -1.197], [-0.514, 2.218, -1.190], [2.599, 0.870, -2.668], [2.328, 1.765, -0.715], [4.089, 1.232, -2.772], [2.448, -0.107, -3.153], [2.023, 1.611, -3.242], [4.988, 0.274, -1.976], [4.384, 1.221, -3.831], [4.240, 2.257, -2.402], [4.471, 0.007, -0.554], [5.083, -0.673, -2.527], [6.000, 0.695, -1.927], [2.965, -0.301, -0.490], [5.030, -0.834, -0.126], [4.690, 0.893, 0.060], [2.772, -1.269, -0.980], [2.668, -0.424, 0.562], [-0.378, -0.553, -2.238], [-2.033, 2.047, -1.356], [-0.353, 2.745, -0.229], [-2.708, 3.419, -1.284], [-2.259, 1.563, -2.317], [-2.452, 1.401, -0.570], [-2.094, 4.406, -2.282], [-3.782, 3.302, -1.473], [-2.599, 3.814, -0.264], [-0.565, 4.494, -2.195], [-2.373, 4.102, -3.298], [-2.523, 5.400, -2.120], [0.107, 3.119, -2.254], [-0.171, 5.123, -3.002], [-0.286, 4.968, -1.244], [-0.011, 2.683, -3.257], [1.186, 3.238, -2.075], [0.375, -1.888, -2.300], [-1.415, -0.749, -1.901], [-0.323, -2.869, -3.246], [1.405, -1.711, -2.647], [0.441, -2.332, -1.298], [-0.528, -2.284, -4.651], [0.274, -3.787, -3.311], [-1.301, -3.136, -2.819], [-1.141, -0.879, -4.636], [0.436, -2.254, -5.179], [-1.175, -2.948, -5.232], [-0.441, 0.062, -3.653], [-1.095, -0.436, -5.639], [-2.202, -0.946, -4.357], [0.583, 0.258, -4.004], [-0.962, 1.027, -3.649], [-0.017, -3.105, 1.147], [-1.304, -2.690, 0.947], [0.718, -3.104, 0.343], [-2.353, -2.816, 2.010], [-1.655, -2.387, -0.049], [-1.712, -2.843, 3.402], [-3.105, -2.019, 1.941], [-2.900, -3.766, 1.865], [-0.618, -3.906, 3.454], [-1.249, -1.871, 3.624], [-2.465, -3.017, 4.177], [0.507, -3.552, 2.473], [-0.228, -4.007, 4.472], [-1.042, -4.877, 3.170], [1.133, -2.769, 2.943], [1.159, -4.424, 2.324], [-3.503, 1.089, 7.952], [-2.518, 0.743, 7.107], [-2.018, 1.679, 6.203], [-2.557, 2.913, 6.122], [-0.964, 1.317, 5.385], [-0.537, 2.253, 4.485], [-0.360, 0.051, 5.408], [0.974, -0.381, 4.381], [-0.912, -0.873, 6.325], [-0.367, -2.116, 6.404], [-1.987, -0.547, 7.143], [-2.529, -1.475, 7.960]]
}



Entry 2:
{
  "formula": "C52H59N3O3SSb2V",
  "method": "the ωB97M-V functional and the def2-TZVPD basis",
  "multiplicity": 2,
  "energy_ha": -4229.02824,
  "e_lumo_ha": [-0.233, -0.208],
  "charge": 2,
  "e_above_lowest_kcal_mol": 0.2,
  "orbital_gap_ev": [6.0438, 6.7446],
  "s_squared": 0.789,
  "symbols": ["V", "C", "N", "C", "C", "C", "N", "C", "C", "C", "C", "C", "C", "C", "O", "C", "C", "C", "N", "C", "C", "C", "C", "C", "C", "C", "O", "H", "H", "H", "H", "H", "H", "H", "H", "H", "H", "H", "H", "H", "H", "H", "H", "H", "H", "H", "H", "H", "H", "H", "H", "H", "C", "C", "C", "Sb", "C", "C", "C", "C", "C", "C", "C", "C", "C", "C", "C", "C", "Sb", "C", "C", "C", "C", "C", "C", "C", "C", "C", "C", "C", "C", "H", "H", "H", "H", "H", "H", "H", "H", "H", "H", "H", "H", "H", "H", "H", "H", "H", "H", "H", "H", "H", "H", "H", "H", "H", "H", "O", "S", "C", "C", "C", "C", "H", "H", "H", "H", "H", "H", "H", "H"],
  "xyz": [[0.613, 1.076, -0.182], [2.658, 1.754, 2.146], [2.553, 2.254, 0.747], [2.286, 3.707, 0.903], [1.843, 4.409, -0.362], [0.345, 4.337, -0.529], [-0.193, 2.992, -0.828], [-1.231, 3.042, -1.590], [-2.114, 1.990, -2.013], [-3.202, 2.347, -2.823], [-4.146, 1.418, -3.198], [-4.015, 0.106, -2.744], [-2.958, -0.269, -1.935], [-1.989, 0.667, -1.567], [-0.968, 0.292, -0.801], [3.950, 2.096, 0.180], [4.124, 1.851, -1.318], [4.427, 0.372, -1.590], [3.425, -0.392, -0.872], [3.815, -1.271, -0.052], [2.947, -1.889, 0.956], [3.414, -2.997, 1.662], [2.721, -3.514, 2.742], [1.563, -2.885, 3.174], [1.082, -1.772, 2.502], [1.744, -1.311, 1.378], [1.220, -0.246, 0.699], [3.391, 2.352, 2.697], [2.985, 0.719, 2.158], [1.700, 1.838, 2.656], [3.181, 4.175, 1.322], [1.506, 3.815, 1.660], [2.358, 4.025, -1.243], [2.106, 5.465, -0.287], [0.026, 5.017, -1.320], [-0.124, 4.684, 0.398], [-1.533, 4.025, -1.953], [-3.297, 3.378, -3.145], [-4.980, 1.702, -3.825], [-4.748, -0.640, -3.027], [-2.858, -1.296, -1.608], [4.405, 1.263, 0.713], [4.509, 2.983, 0.485], [4.944, 2.464, -1.696], [3.225, 2.141, -1.854], [5.444, 0.122, -1.265], [4.371, 0.161, -2.659], [4.870, -1.572, 0.006], [4.347, -3.453, 1.353], [3.093, -4.389, 3.258], [1.030, -3.260, 4.038], [0.189, -1.264, 2.834], [-2.196, -0.367, 2.488], [-2.586, -1.486, 1.507], [-1.597, -2.657, 1.430], [-0.222, -2.823, -0.249], [0.995, -4.324, 0.658], [2.228, -4.578, 0.060], [3.103, -5.512, 0.598], [2.758, -6.198, 1.755], [1.533, -5.953, 2.361], [0.658, -5.023, 1.815], [-1.481, -4.107, -1.410], [-2.105, -5.234, -0.880], [-2.900, -6.045, -1.677], [-3.080, -5.740, -3.020], [-2.456, -4.628, -3.566], [-1.660, -3.821, -2.762], [-1.222, 1.418, 1.812], [-0.703, 2.320, 3.659], [-0.685, 1.573, 4.834], [-0.329, 2.169, 6.037], [0.013, 3.511, 6.076], [-0.001, 4.264, 4.910], [-0.352, 3.668, 3.708], [-2.924, 2.501, 1.181], [-2.926, 3.894, 1.151], [-4.037, 4.583, 0.686], [-5.153, 3.885, 0.245], [-5.163, 2.499, 0.285], [-4.052, 1.808, 0.750], [-1.605, -0.777, 3.306], [-3.085, 0.068, 2.951], [-2.797, -1.076, 0.519], [-3.543, -1.876, 1.865], [-2.157, -3.592, 1.394], [-0.997, -2.706, 2.340], [2.517, -4.044, -0.840], [4.051, -5.708, 0.114], [3.436, -6.927, 2.177], [1.254, -6.494, 3.256], [-0.294, -4.858, 2.306], [-1.959, -5.506, 0.160], [-3.373, -6.921, -1.253], [-3.698, -6.375, -3.642], [-2.581, -4.396, -4.616], [-1.167, -2.959, -3.203], [-0.958, 0.525, 4.837], [-0.326, 1.581, 6.946], [0.287, 3.973, 7.015], [0.257, 5.314, 4.937], [-0.362, 4.277, 2.811], [-2.079, 4.460, 1.517], [-4.036, 5.666, 0.680], [-6.021, 4.423, -0.114], [-6.037, 1.951, -0.042], [-4.081, 0.726, 0.768], [1.080, 1.187, -2.171], [1.358, 0.005, -3.146], [2.210, 0.892, -4.505], [1.276, 0.938, -5.714], [-0.146, 0.914, -5.167], [-0.131, -0.210, -4.144], [3.167, 0.416, -4.705], [2.381, 1.882, -4.080], [1.440, 0.062, -6.344], [1.488, 1.818, -6.320], [-0.884, 0.726, -5.945], [-0.401, 1.858, -4.681], [-0.005, -1.189, -4.617], [-0.982, -0.261, -3.473]]
}



Entry 3:
{
  "formula": "C20H23N5O",
  "method": "the ωB97M-V functional and the def2-TZVPD basis",
  "energy_ha": -1125.01885,
  "smiles": "CCCCn1c2nc3ccccc3nc2c2c(=O)n([C@@H](C)CC)cnc21",
  "e_lumo_ha": -0.012,
  "charge": 0,
  "e_above_lowest_kcal_mol": 0.0,
  "orbital_gap_ev": 7.8897,
  "symbols": ["C", "C", "C", "C", "N", "C", "N", "C", "C", "C", "C", "C", "C", "N", "C", "C", "C", "O", "N", "C", "C", "C", "C", "C", "N", "C", "H", "H", "H", "H", "H", "H", "H", "H", "H", "H", "H", "H", "H", "H", "H", "H", "H", "H", "H", "H", "H", "H", "H"],
  "xyz": [[-3.418, -3.134, 0.886], [-1.926, -3.115, 1.202], [-1.052, -3.484, 0.003], [-1.179, -2.511, -1.172], [-0.836, -1.165, -0.790], [-1.717, -0.147, -0.559], [-3.014, -0.196, -0.702], [-3.655, 0.961, -0.409], [-5.057, 1.013, -0.522], [-5.727, 2.168, -0.232], [-5.031, 3.317, 0.183], [-3.671, 3.301, 0.305], [-2.944, 2.127, 0.014], [-1.602, 2.149, 0.146], [-0.989, 1.028, -0.135], [0.387, 0.640, -0.122], [1.602, 1.325, 0.198], [1.759, 2.469, 0.555], [2.738, 0.463, 0.045], [4.051, 1.041, 0.330], [4.728, 0.297, 1.477], [4.899, 1.086, -0.946], [6.110, 1.999, -0.799], [2.629, -0.813, -0.352], [1.536, -1.443, -0.643], [0.415, -0.700, -0.522], [-3.701, -4.083, 0.437], [-3.678, -2.327, 0.206], [-3.994, -3.002, 1.799], [-1.718, -3.827, 2.005], [-1.648, -2.123, 1.566], [-0.005, -3.507, 0.315], [-1.322, -4.480, -0.352], [-0.503, -2.823, -1.972], [-2.204, -2.481, -1.545], [-5.573, 0.120, -0.842], [-6.803, 2.206, -0.320], [-5.586, 4.216, 0.406], [-3.113, 4.168, 0.622], [3.834, 2.068, 0.648], [5.044, -0.700, 1.176], [5.601, 0.850, 1.809], [4.043, 0.206, 2.318], [5.231, 0.080, -1.210], [4.272, 1.457, -1.760], [5.798, 2.999, -0.510], [6.642, 2.065, -1.745], [6.799, 1.619, -0.049], [3.546, -1.379, -0.440]]
}



Entry 4:
{
  "formula": "C27H41BiCl2N4O4",
  "method": "the ωB97M-V functional and the def2-TZVPD basis",
  "energy_ha": -2708.32866,
  "e_lumo_ha": [0.015, 0.015],
  "charge": 0,
  "e_above_lowest_kcal_mol": 65.2,
  "orbital_gap_ev": [7.2632, 7.2644],
  "symbols": ["O", "C", "C", "C", "H", "C", "H", "C", "H", "C", "H", "C", "H", "H", "C", "C", "H", "H", "H", "C", "C", "H", "H", "H", "H", "Bi", "Cl", "Cl", "C", "O", "N", "C", "C", "H", "H", "H", "H", "H", "H", "H", "H", "H", "C", "C", "N", "H", "C", "O", "H", "H", "H", "H", "C", "C", "N", "C", "C", "C", "O", "C", "C", "C", "C", "N", "C", "H", "H", "H", "H", "H", "H", "H", "H", "H", "H", "H", "H", "H", "H"],
  "xyz": [[2.222, 1.310, -2.468], [1.589, 1.862, -3.371], [0.848, 3.185, -3.475], [0.323, 3.805, -2.328], [0.050, 3.221, -1.453], [0.191, 5.194, -2.330], [-0.135, 5.714, -1.429], [0.503, 5.935, -3.505], [0.449, 7.025, -3.521], [0.916, 5.280, -4.692], [1.151, 5.849, -5.614], [1.035, 3.908, -4.695], [1.299, 3.403, -5.641], [1.641, 1.458, -4.441], [-0.473, -0.459, -4.803], [-1.074, 0.473, -3.742], [-0.632, -0.122, -5.876], [-0.948, -1.486, -4.747], [0.626, -0.610, -4.719], [-1.849, 1.557, -4.153], [-2.908, 1.456, -5.213], [-1.717, 2.584, -3.760], [-2.773, 2.138, -6.066], [-3.917, 1.602, -4.822], [-2.913, 0.431, -5.563], [-1.636, -0.149, -1.899], [-2.994, 1.840, -0.944], [-3.476, -1.316, -3.163], [-3.910, -1.139, 0.251], [-2.659, -1.263, 0.094], [-4.571, -2.031, 0.976], [-3.940, -3.261, 1.522], [-6.001, -1.817, 1.207], [-4.460, -0.298, -0.193], [-2.874, -3.340, 1.325], [-4.423, -4.152, 1.111], [-4.086, -3.322, 2.604], [-6.281, -0.835, 0.811], [-6.224, -1.842, 2.278], [-6.592, -2.585, 0.695], [1.334, -5.143, -2.123], [3.794, -3.963, -1.876], [1.269, -4.444, -2.968], [3.432, -3.242, -2.622], [1.973, -3.199, -2.638], [0.216, -4.286, -3.197], [1.302, -2.105, -2.251], [0.058, -2.095, -2.168], [3.817, -2.254, -2.374], [1.932, -1.221, -2.030], [1.778, -4.878, -3.837], [3.813, -3.533, -3.608], [4.949, 0.139, 5.810], [3.590, 0.518, 6.266], [2.486, 0.064, 5.326], [1.918, -1.310, 5.580], [1.049, -1.346, 6.826], [2.418, 0.628, 4.054], [3.363, 1.245, 3.588], [1.085, 0.546, 3.354], [-0.108, 0.798, 4.052], [-1.295, 0.910, 3.315], [-1.218, 0.794, 1.933], [-0.123, 0.426, 1.290], [1.034, 0.384, 1.963], [5.046, -0.932, 5.775], [5.670, 0.535, 6.502], [5.146, 0.557, 4.840], [3.301, 0.087, 7.229], [3.442, 1.600, 6.294], [1.362, -1.609, 4.672], [2.767, -2.015, 5.717], [0.153, -0.723, 6.711], [0.724, -2.379, 7.004], [1.629, -0.996, 7.690], [-0.075, 0.901, 5.144], [-2.248, 1.078, 3.791], [-2.109, 1.030, 1.309], [1.953, 0.229, 1.410]]
}